Entry 1:
# C7H12OS

A cluster of 2 separate species, C7H12OS in total (ωB97M-V with the def2-TZVPD basis set, the OMol25 dataset).

Output
E_tot = -747.16864 Ha
Energy above the lowest of the compared OMol25 structures with the same formula, charge and spin = 425.9 kJ/mol
HOMO-LUMO gap = 0.3283 hartree
Highest occupied orbital energy = -8.788 eV
LUMO level = 0.14 eV

ORCA input file:
```
! RIJCOSX wB97M-V def2-TZVPD def2/J DEFGRID3
* xyz 0 1
C 1.943 1.368 0.544
C -0.394 0.717 2.030
C -1.206 0.207 -0.501
C -0.257 -0.953 -0.145
C -0.390 0.219 0.771
C -0.968 0.916 -1.794
C -0.726 -2.387 0.257
O 3.051 -0.391 -1.236
S 2.984 0.169 0.098
H 1.341 2.010 0.006
H 1.973 1.694 1.529
H -0.963 1.652 2.197
H 0.265 0.372 2.797
H -2.195 -0.141 -0.242
H 0.662 -0.887 -0.778
H -0.024 0.753 -2.273
H -1.159 2.039 -1.645
H -1.729 0.743 -2.680
H -1.123 -2.890 -0.665
H -1.285 -2.430 1.117
H 0.201 -2.781 0.611
*
```

---

Entry 2:
# C7H13B2ClFNO4Pd

A structure of composition C7H13B2ClFNO4Pd (ωB97M-V with the def2-TZVPD basis set, the OMol25 dataset).

Output
E_tot = -1367.11818 Ha
Energy above the lowest of the compared OMol25 structures with the same formula, charge and spin = 302.2 kJ/mol
HOMO-LUMO gap = 0.1404 hartree
Highest occupied orbital energy = -17.078 eV
LUMO level = -13.26 eV

ORCA input file:
```
! RIJCOSX wB97M-V def2-TZVPD def2/J DEFGRID3
* xyz 2 1
C -3.370 -1.222 -0.114
C -2.128 -0.258 0.289
O -2.106 0.896 -0.611
B -0.736 1.345 -0.917
O -0.514 1.839 -2.239
C 0.486 1.372 0.121
C 0.217 1.752 1.642
O -0.675 2.539 2.009
N 1.226 1.045 2.478
C 1.371 -0.301 1.816
F 0.136 -0.930 2.253
Cl 2.642 -1.393 2.503
C 1.466 0.120 0.276
B 1.551 -1.025 -0.875
C 2.503 -0.841 -2.171
O 0.815 -2.261 -0.769
H -4.350 -0.666 0.014
H -3.307 -2.149 0.556
H -3.213 -1.617 -1.179
H -1.203 -0.916 0.248
H -2.359 0.103 1.394
H 0.224 1.346 -2.660
H 1.186 2.183 -0.291
H 2.150 1.519 2.414
H 2.523 0.571 0.235
H 2.447 0.249 -2.491
H 2.172 -1.556 -2.989
H 3.572 -1.052 -1.808
H 0.412 -2.343 0.124
Pd -3.139 1.649 0.744
*
```

---

Entry 3:
# C7H13BCaN4

A structure of composition C7H13BCaN4 (ωB97M-V with the def2-TZVPD basis set, the OMol25 dataset).

Output
E_tot = -1196.02550 Ha
HOMO-LUMO gap = 0.2626 hartree
Highest occupied orbital energy = -7.558 eV
LUMO level = -0.41 eV

ORCA input file:
```
! RIJCOSX wB97M-V def2-TZVPD def2/J DEFGRID3
* xyz 0 1
Ca -1.137 -0.403 -1.051
C -0.953 -0.243 -4.619
H 0.134 -0.112 -4.572
H -1.199 -1.289 -4.832
H -1.333 0.373 -5.442
H -1.440 0.091 -3.678
H -3.141 0.232 -0.770
B -0.041 0.801 2.088
N 0.857 1.310 0.908
C 1.960 2.082 0.972
C 2.337 2.425 -0.328
C 1.388 1.825 -1.178
N 0.502 1.108 -0.424
N -0.233 -0.762 2.092
C -0.038 -1.621 3.115
C -0.516 -2.868 2.741
C -1.025 -2.723 1.442
N -0.822 -1.439 1.023
H -1.120 1.357 2.075
H 0.526 1.097 3.138
H 2.420 2.345 1.921
H 3.160 3.036 -0.615
H 1.331 1.912 -2.251
H 0.436 -1.294 4.053
H -0.516 -3.765 3.339
H -1.537 -3.476 0.853
*
```

---

Entry 4:
# C7H13BN4Sn

A structure of composition C7H13BN4Sn (ωB97M-V with the def2-TZVPD basis set, the OMol25 dataset).

Output
E_tot = -732.66574 Ha
HOMO-LUMO gap = 0.2776 hartree
Highest occupied orbital energy = -6.832 eV
LUMO level = 0.72 eV

ORCA input file:
```
! RIJCOSX wB97M-V def2-TZVPD def2/J DEFGRID3
* xyz 0 1
Sn 0.893 0.884 -0.653
C 3.228 0.593 -3.427
H 2.898 -0.390 -3.775
H 2.889 1.352 -4.138
H 4.323 0.606 -3.384
H 2.823 0.806 -2.421
H 2.225 1.840 -0.125
B -2.065 -0.925 0.172
N -0.679 -1.531 0.586
C -0.497 -2.662 1.287
C 0.875 -2.856 1.458
C 1.516 -1.771 0.865
N 0.549 -0.951 0.360
N -1.991 0.600 0.521
C -2.816 1.244 1.357
C -2.345 2.544 1.539
C -1.175 2.650 0.797
N -0.987 1.476 0.133
H -2.931 -1.438 0.866
H -2.322 -1.115 -0.985
H -1.357 -3.246 1.590
H 1.339 -3.690 1.950
H 2.562 -1.532 0.786
H -3.679 0.736 1.776
H -2.798 3.304 2.145
H -0.478 3.472 0.723
*
```

---

Entry 5:
# C7H13CeN5O4

A structure of composition C7H13CeN5O4 (ωB97M-V with the def2-TZVPD basis set, the OMol25 dataset).

Output
E_tot = -1324.46030 Ha
Energy above the lowest of the compared OMol25 structures with the same formula, charge and spin = 0.0 kJ/mol
Expectation value of S² = 0.752
HOMO-LUMO gap (alpha / beta) = 0.1320 / 0.1325 hartree
Highest occupied orbital energy (alpha / beta) = -1.364 / -1.379 eV
LUMO level (alpha / beta) = 2.23 / 2.23 eV

ORCA input file:
```
! RIJCOSX wB97M-V def2-TZVPD def2/J DEFGRID3
* xyz -1 2
Ce -0.619 -0.331 -0.188
O -2.887 -2.755 1.244
C -2.151 -2.549 0.282
O -2.349 -1.685 -0.669
C -0.760 -3.268 0.239
O -0.704 -4.474 0.273
O 0.233 -2.408 0.215
C 3.122 1.983 3.032
N 2.092 1.160 3.640
C 1.560 1.744 4.874
C 1.190 0.582 2.761
N 1.099 0.778 1.523
N 0.419 -0.403 3.396
C -0.864 -0.832 3.019
N -1.168 -2.059 3.546
N -1.606 -0.108 2.287
H 3.898 2.181 3.768
H 2.727 2.945 2.682
H 3.579 1.465 2.190
H 2.371 1.894 5.583
H 0.821 1.099 5.334
H 1.090 2.712 4.668
H 1.614 1.572 1.163
H 0.861 -0.877 4.162
H -0.365 -2.663 3.645
H -1.910 -2.528 3.026
H -2.476 -0.608 2.104
C 0.215 0.948 -1.985
H 0.868 1.836 -1.881
H -0.106 0.888 -3.037
*
```

---

Entry 6:
# C7H13ClI2N2OPPd

A structure of composition C7H13ClI2N2OPPd (ωB97M-V with the def2-TZVPD basis set, the OMol25 dataset).

Output
E_tot = -1982.82119 Ha
Energy above the lowest of the compared OMol25 structures with the same formula, charge and spin = 242.2 kJ/mol
Expectation value of S² = 6.015
HOMO-LUMO gap (alpha / beta) = 0.3109 / 0.0922 hartree
Highest occupied orbital energy (alpha / beta) = -19.099 / -17.952 eV
LUMO level (alpha / beta) = -10.64 / -15.44 eV

ORCA input file:
```
! RIJCOSX wB97M-V def2-TZVPD def2/J DEFGRID3
* xyz 3 5
I 4.044 2.406 -0.474
I 3.342 -2.549 -0.463
Pd 0.170 -0.036 0.244
P -0.885 0.023 -1.829
C 0.171 0.060 -3.285
C -1.935 -1.434 -1.970
H -2.660 1.427 -1.082
H -2.475 1.382 -2.873
H -1.326 2.388 -1.906
C -1.946 1.479 -1.917
H -2.642 -1.414 -1.125
H -2.466 -1.305 -2.919
H -0.519 0.063 -4.126
H 0.791 -0.845 -3.305
H -1.298 -2.331 -1.982
H 0.767 0.983 -3.287
C 1.623 0.103 -0.881
O 2.491 0.096 -1.689
Cl -2.054 -0.146 0.987
N 0.616 -1.096 3.181
C 0.832 -0.758 4.475
C 0.925 0.639 4.503
C 0.779 1.071 3.152
N 0.554 0.008 2.374
H 0.355 -1.991 2.832
H 0.915 -1.517 5.266
H 1.135 1.241 5.322
H 0.696 2.054 2.775
*
```